{
  "formula": "C48H102N2O27",
  "method": "ωB97M-V/def2-TZVPD",
  "multiplicity": 1,
  "homo_ev": -8.05,
  "smiles": "CCOC(=O)OC.CCOC(=O)OC.CCOC(=O)OC.CCOC(=O)OC.CCOC(=O)OC.CCOC(=O)OC.CCOC(=O)OC.CCOC(=O)OC.CCOC(=O)OC.CCN(CC)CC.CCN(CC)CC",
  "e_lumo_ev": 0.38,
  "molar_mass_g_mol": 1139.3,
  "e_above_lowest_kj_mol": 207.9,
  "elements": ["C", "C", "O", "C", "O", "O", "C", "H", "H", "H", "H", "H", "H", "H", "H", "C", "C", "O", "C", "O", "O", "C", "H", "H", "H", "H", "H", "H", "H", "H", "C", "C", "O", "C", "O", "O", "C", "H", "H", "H", "H", "H", "H", "H", "H", "C", "C", "O", "C", "O", "O", "C", "H", "H", "H", "H", "H", "H", "H", "H", "C", "C", "O", "C", "O", "O", "C", "H", "H", "H", "H", "H", "H", "H", "H", "C", "C", "O", "C", "O", "O", "C", "H", "H", "H", "H", "H", "H", "H", "H", "C", "C", "O", "C", "O", "O", "C", "H", "H", "H", "H", "H", "H", "H", "H", "C", "C", "O", "C", "O", "O", "C", "H", "H", "H", "H", "H", "H", "H", "H", "C", "C", "O", "C", "O", "O", "C", "H", "H", "H", "H", "H", "H", "H", "H", "C", "C", "N", "C", "C", "C", "C", "H", "H", "H", "H", "H", "H", "H", "H", "H", "H", "H", "H", "H", "H", "H", "C", "C", "N", "C", "C", "C", "C", "H", "H", "H", "H", "H", "H", "H", "H", "H", "H", "H", "H", "H", "H", "H"],
  "xyz": [[-2.73579, 5.71613, -6.31476], [-1.51833, 4.98867, -6.01113], [-0.97895, 5.37076, -4.76306], [-0.20985, 6.44866, -4.63342], [0.26853, 6.74142, -3.55087], [0.06816, 7.12366, -5.81869], [0.73583, 8.36373, -5.79280], [-3.12866, 5.48198, -7.31116], [-2.56661, 6.81425, -6.16855], [-3.47657, 5.41468, -5.52484], [-0.71996, 5.04173, -6.75449], [-1.77400, 3.89627, -5.90522], [1.62980, 8.27966, -5.17357], [0.12842, 9.11971, -5.37994], [0.99597, 8.47990, -6.83411], [4.35042, -4.66154, 3.88579], [5.27462, -4.05811, 2.86090], [4.85094, -2.81805, 2.38685], [4.00864, -2.67520, 1.35276], [3.57970, -3.61172, 0.71714], [3.64835, -1.47882, 1.17791], [4.08271, -0.41776, 2.03138], [3.36932, -4.81148, 3.47213], [4.14442, -4.02720, 4.76129], [4.65430, -5.64029, 4.32796], [5.33211, -4.73662, 2.01637], [6.21965, -3.77368, 3.34346], [5.05394, -0.22652, 1.64454], [4.14668, -0.83384, 3.01939], [3.36062, 0.38541, 1.94274], [-5.38808, -2.63054, -0.07997], [-4.88507, -1.97975, 1.16265], [-3.47661, -1.62373, 1.08432], [-3.11372, -0.76521, 2.01856], [-3.75015, -0.43655, 2.99613], [-1.84966, -0.43506, 1.74180], [-1.13279, 0.43094, 2.57318], [-6.26133, -3.16563, 0.19382], [-4.68223, -3.40160, -0.40629], [-5.43292, -1.99211, -0.90814], [-5.06584, -2.71331, 1.98878], [-5.45384, -1.04067, 1.39766], [-1.38611, 1.42357, 2.15557], [-0.06680, 0.28557, 2.34073], [-1.32132, 0.27687, 3.64827], [-0.94631, 2.87215, -2.51087], [0.43360, 3.15113, -2.02217], [0.56438, 2.82464, -0.58292], [0.93443, 1.62365, -0.16303], [1.38717, 1.43309, 0.94401], [0.74064, 0.68435, -1.15774], [1.23922, -0.61776, -0.85501], [-1.62160, 3.50209, -1.87632], [-1.28699, 1.83539, -2.32601], [-0.95639, 3.12849, -3.55234], [0.59839, 4.22293, -2.02162], [1.29270, 2.68632, -2.53577], [1.24712, -1.30206, -1.70940], [0.56955, -1.01387, -0.05422], [2.24456, -0.53708, -0.40953], [-2.24303, -1.32059, -1.92566], [-2.43954, -1.51400, -3.43026], [-1.62418, -0.42695, -4.02486], [-0.30996, -0.80771, -4.03439], [0.16640, -1.86567, -3.74447], [0.42465, 0.33756, -4.37309], [1.73626, 0.17380, -4.83215], [-1.20287, -1.48483, -1.62314], [-2.86089, -1.97922, -1.33365], [-2.53450, -0.32643, -1.59849], [-3.45642, -1.19986, -3.78299], [-2.03516, -2.45402, -3.83759], [2.40725, 0.97426, -4.44340], [1.69348, 0.24812, -5.94039], [2.08137, -0.81874, -4.43608], [-3.57567, 6.03359, -2.57049], [-2.64059, 6.88093, -1.67417], [-2.05993, 6.16499, -0.58904], [-2.79413, 6.21849, 0.51425], [-3.89622, 6.61684, 0.61538], [-2.12286, 5.74609, 1.56643], [-0.74333, 5.24478, 1.38915], [-4.33651, 5.65056, -1.94725], [-2.93676, 5.20841, -3.00232], [-3.98944, 6.54338, -3.50812], [-3.25534, 7.69302, -1.26381], [-1.83024, 7.29337, -2.25556], [-0.05686, 6.07687, 1.29846], [-0.56765, 4.45345, 0.65968], [-0.63245, 4.86862, 2.46266], [-4.03817, 2.00071, -3.69263], [-5.10316, 2.57227, -2.76143], [-4.70290, 2.47638, -1.35118], [-4.64604, 1.24953, -0.78416], [-5.04839, 0.22887, -1.34366], [-4.14020, 1.21880, 0.46253], [-4.18650, 2.43951, 1.31468], [-3.46589, 1.26125, -3.14900], [-3.34939, 2.77827, -3.95105], [-4.40363, 1.45311, -4.59446], [-6.01284, 1.96943, -2.86487], [-5.33509, 3.63957, -2.92487], [-5.22114, 2.68631, 1.28212], [-3.54203, 3.24851, 0.99101], [-3.88615, 2.09339, 2.32917], [-1.48077, -4.11312, 0.98214], [-0.31468, -3.47708, 1.63051], [0.07792, -4.10023, 2.86907], [-0.60478, -3.86271, 4.01340], [-0.31006, -4.44278, 5.04484], [-1.54427, -2.92486, 3.84085], [-2.43708, -2.58987, 4.98460], [-2.29948, -4.35205, 1.72940], [-1.15189, -5.10946, 0.58136], [-1.72962, -3.43276, 0.16971], [-0.56140, -2.45106, 1.81627], [0.63059, -3.61691, 1.06615], [-1.89470, -1.98800, 5.76691], [-2.78531, -3.56308, 5.42098], [-3.24203, -2.04664, 4.56293], [5.01490, -1.58944, -1.77673], [4.91658, -0.34783, -2.65871], [4.05657, 0.71640, -2.19328], [4.54362, 1.37271, -1.16218], [5.59099, 1.12488, -0.62277], [3.77587, 2.43105, -0.82941], [4.07602, 3.19891, 0.32360], [5.97606, -2.05118, -2.03015], [4.21939, -2.31682, -1.86709], [5.18714, -1.44870, -0.69391], [4.57820, -0.59413, -3.68041], [5.91612, 0.12828, -2.71669], [5.14953, 3.17259, 0.63233], [3.47430, 2.84984, 1.16361], [3.77132, 4.25456, 0.10636], [2.09834, -6.27936, 0.97803], [2.65336, -6.82844, -0.37978], [1.64459, -6.82582, -1.57108], [1.31278, -5.46619, -1.95325], [2.51010, -4.69079, -2.51524], [0.41704, -7.57080, -1.24296], [0.58501, -9.07130, -1.38075], [1.24539, -5.62613, 0.75664], [2.76840, -5.77522, 1.70694], [1.63660, -7.10161, 1.48434], [3.60274, -6.32573, -0.60920], [2.92844, -7.87746, -0.31275], [0.55730, -5.57171, -2.79714], [0.87310, -4.89171, -1.06375], [2.83590, -5.05821, -3.47359], [2.18891, -3.65199, -2.71634], [3.39362, -4.61239, -1.90245], [-0.25048, -7.16881, -1.97202], [0.08501, -7.32543, -0.20952], [1.05199, -9.20124, -2.36676], [-0.39601, -9.63069, -1.15411], [1.32280, -9.29747, -0.60866], [1.82673, -1.43071, 4.67292], [1.81893, 0.07969, 4.61217], [0.72584, 0.68203, 5.26084], [0.60901, 2.14577, 4.90113], [-0.49797, 2.84397, 5.64012], [0.44673, 0.27417, 6.61110], [1.45525, 0.74941, 7.64198], [0.83614, -1.79425, 4.28700], [2.04622, -1.77375, 5.70319], [2.54913, -1.83002, 3.97186], [2.85116, 0.39076, 4.87155], [1.77566, 0.26208, 3.54041], [1.55337, 2.62745, 5.10813], [0.44546, 2.16051, 3.86952], [-1.48676, 2.51280, 5.27634], [-0.61229, 2.69979, 6.71306], [-0.51536, 3.89855, 5.43898], [0.60488, -0.85395, 6.69271], [-0.56403, 0.50400, 6.89593], [1.62571, 1.87959, 7.67705], [2.47989, 0.36559, 7.46136], [1.11059, 0.45741, 8.60738]],
  "mulliken_charge": [-0.953, -0.212, 0.108, 0.464, -0.583, -0.338, -0.743, 0.415, 0.243, 0.120, 0.512, 0.160, 0.294, 0.318, 0.254, -0.770, -0.179, -0.517, 0.294, -0.366, 0.676, -0.548, -0.045, 0.259, 0.349, 0.285, 0.344, 0.517, 0.596, -0.664, -1.432, -0.231, 0.225, 0.012, -0.715, 1.052, -0.629, 0.518, 0.271, 0.225, 0.343, 0.308, 0.113, -0.817, 0.655, 1.665, -1.045, -0.191, -0.207, -0.776, 2.227, 0.776, -0.219, -0.724, -0.103, 0.354, 0.092, -0.589, -0.664, -0.843, 1.940, -1.091, -0.285, 0.683, -0.588, -0.217, -0.536, -0.574, -0.149, -0.839, 0.254, 0.490, 0.157, 0.290, 0.141, -0.621, -0.831, -0.183, 0.741, -0.588, -0.441, 0.098, 0.574, -0.089, 0.356, 0.460, 0.325, 0.441, -0.227, 0.021, 1.117, -0.815, -0.237, 0.552, -0.600, 0.188, -0.804, -0.901, -0.498, 0.468, 0.363, 0.479, 0.508, 0.170, 0.205, -0.766, 2.592, -0.461, 0.438, -0.662, 0.087, -0.704, 0.491, 0.006, -0.004, -1.462, -0.027, 0.104, 0.357, 0.186, -0.499, -0.617, -0.294, 0.823, -0.632, -0.219, -0.556, 0.528, -0.008, -0.089, 0.419, 0.416, 0.378, -0.001, 0.267, 0.098, -1.138, -0.037, 0.625, -1.084, -0.149, -1.357, -0.231, -0.397, 0.599, 0.315, 0.479, 0.463, -0.514, 0.441, -0.090, 0.205, 0.540, 0.066, 0.355, 0.349, 0.269, -0.609, 0.943, 1.382, -0.095, -1.607, -0.912, -1.466, 0.022, 0.495, -0.399, 0.386, -1.284, 0.477, -0.075, 0.274, 0.385, 0.459, 0.255, 0.651, 0.232, 0.225, 0.514]
}

---

{
  "formula": "C40H47BN7O5Ru",
  "method": "ωB97M-V/def2-TZVPD",
  "multiplicity": 6,
  "homo_ev": [-5.14, -7.07],
  "e_lumo_ev": [0.38, 0.17],
  "molar_mass_g_mol": 817.7,
  "s2": 8.79,
  "e_above_lowest_kj_mol": 54.4,
  "elements": ["Ru", "C", "C", "C", "C", "C", "N", "C", "C", "C", "C", "C", "C", "C", "N", "C", "C", "C", "N", "C", "C", "N", "C", "C", "C", "N", "H", "H", "H", "H", "H", "H", "H", "H", "H", "H", "H", "H", "H", "H", "H", "H", "H", "H", "C", "C", "O", "O", "H", "H", "H", "C", "C", "C", "O", "B", "O", "C", "C", "C", "H", "H", "H", "H", "H", "H", "H", "H", "H", "H", "H", "H", "C", "C", "O", "C", "C", "C", "C", "C", "C", "H", "H", "H", "H", "H", "H", "H", "H", "C", "C", "N", "C", "C", "N", "H", "H", "H", "H", "H", "H"],
  "xyz": [[-0.81478, -0.55510, 0.96436], [4.25737, -2.76918, -3.46118], [3.19175, -2.69049, -2.40024], [3.15275, -3.40932, -1.19712], [2.07779, -3.29550, -0.33705], [0.96438, -2.47817, -0.61271], [-0.17792, -2.47979, 0.17664], [-0.44395, -3.73760, 0.72976], [-0.30465, -4.91451, 0.01825], [-0.45275, -6.16585, 0.57488], [-0.99427, -6.25258, 1.87522], [-1.46773, -7.55120, 2.44311], [-1.17349, -5.09496, 2.56961], [-0.92493, -3.82498, 2.08410], [-1.09336, -2.76406, 3.01707], [-0.80337, -2.90000, 4.33315], [-1.35451, -1.81366, 5.00119], [-2.01727, -1.06859, 3.97224], [-1.82707, -1.62946, 2.77127], [1.12717, -1.66376, -1.76440], [2.15784, -1.81452, -2.63598], [0.05634, -0.85705, -2.20794], [-1.12078, -1.33376, -2.68604], [-1.95867, -0.26778, -3.00608], [-1.10604, 0.86649, -2.86147], [0.06542, 0.46756, -2.39681], [4.65144, -3.76759, -3.58525], [5.06224, -2.05451, -3.19492], [3.88392, -2.43670, -4.44515], [3.95586, -4.06071, -0.91738], [2.07809, -3.91194, 0.54829], [0.03449, -4.82253, -1.00049], [-0.23349, -7.02267, -0.02651], [-1.66636, -7.47813, 3.51406], [-0.67910, -8.33820, 2.32961], [-2.36553, -7.95462, 2.00118], [-1.49397, -5.16341, 3.61170], [-0.22312, -3.73807, 4.71534], [-1.27524, -1.54226, 6.04642], [-2.54739, -0.11610, 3.97590], [2.16602, -1.24873, -3.54628], [-1.32711, -2.38774, -2.77164], [-2.96068, -0.28128, -3.40548], [-1.31160, 1.91768, -2.93209], [4.16460, 0.85244, -1.16253], [2.91052, 0.38655, -0.54981], [2.98677, -0.45326, 0.31801], [1.74551, 0.93996, -0.82534], [4.94070, 0.22828, -0.73395], [4.36355, 1.88889, -0.87509], [4.19803, 0.85739, -2.26959], [1.73723, 4.63410, -1.15337], [0.96194, 3.92608, -2.26903], [-0.18567, 4.69333, -2.86964], [0.41991, 2.77347, -1.69164], [1.17658, 1.61561, -1.97339], [2.08374, 1.98998, -2.99604], [1.96411, 3.31621, -3.38557], [1.43204, 3.30303, -4.82094], [3.31555, 4.05134, -3.44072], [1.08547, 4.71918, -0.27068], [2.12955, 5.61396, -1.53282], [2.59725, 3.99901, -0.89063], [-0.94550, 4.85950, -2.12221], [-0.65039, 4.06672, -3.62839], [0.17873, 5.62972, -3.27502], [0.63287, 2.56300, -4.90150], [2.18549, 2.91844, -5.51587], [1.11688, 4.29743, -5.21819], [3.82792, 4.06507, -2.47650], [3.22763, 5.07177, -3.79889], [3.91042, 3.52296, -4.19537], [1.28519, 1.24045, 3.12598], [-0.15882, 1.62036, 2.75754], [-0.49466, 1.40076, 1.49329], [-1.10489, 2.24862, 3.59154], [-0.78966, 2.69120, 4.89090], [-1.70072, 2.95223, 5.85482], [-3.06421, 2.91476, 5.54796], [-3.40878, 2.67047, 4.21603], [-2.45614, 2.37142, 3.28345], [1.54270, 0.29129, 2.66382], [1.45972, 1.21561, 4.18125], [1.98168, 2.01007, 2.66756], [0.28301, 2.70789, 5.17216], [-1.30524, 3.19439, 6.86119], [-3.79917, 3.04119, 6.34175], [-4.42081, 2.69656, 3.85349], [-2.76108, 2.24364, 2.24820], [-2.60451, 2.49601, -0.48655], [-3.27108, 1.13535, -0.34393], [-2.77101, -0.01653, 0.07132], [-3.71819, -0.95955, -0.15594], [-4.81647, -0.40453, -0.67574], [-4.54055, 0.93105, -0.77291], [-1.53497, 2.40027, -0.22206], [-3.09193, 3.22158, 0.15976], [-2.64915, 2.90275, -1.47682], [-3.46671, -1.96553, 0.00766], [-5.78309, -0.82239, -0.97180], [-5.11559, 1.64577, -1.24034]],
  "lowdin_spin": [3.358, 0.002, 0.011, -0.001, 0.012, 0.015, 0.096, 0.008, 0.007, -0.002, 0.008, 0.001, 0.000, 0.009, 0.008, 0.016, 0.007, 0.028, 0.058, 0.015, -0.002, 0.012, 0.002, 0.000, 0.001, 0.005, 0.000, 0.001, 0.000, 0.000, 0.000, 0.000, 0.000, 0.000, 0.000, 0.000, 0.000, 0.001, 0.000, 0.002, 0.000, 0.000, 0.000, 0.000, 0.000, 0.001, 0.005, 0.011, 0.000, 0.000, 0.000, 0.000, 0.000, 0.000, 0.000, 0.003, 0.000, 0.000, 0.000, 0.000, 0.000, 0.000, 0.000, 0.000, 0.000, 0.000, 0.000, 0.000, 0.000, 0.000, 0.000, 0.000, 0.051, 0.365, 0.312, 0.061, 0.103, 0.006, 0.151, 0.000, 0.101, 0.014, 0.000, 0.018, 0.006, -0.003, 0.010, -0.004, 0.008, 0.001, 0.006, 0.076, 0.008, 0.002, 0.002, 0.000, 0.000, 0.000, 0.001, 0.001, 0.001]
}